20
Properties=species:S:1:pos:R:3:forces:R:3:lowdin_charge:R:1 method="wB97M-V/def2-TZVPD" spin_multiplicity=1 gap_ev=8.51 total_energy_ev=-17619.227 homo_energy_ha=-0.382 max_force_ev_per_a=9.4 e_above_lowest_kcal_mol=148.0
C 1.9919 -1.1149 0.9710 0.3923 0.5863 -0.5914 -0.06
C 1.5408 -0.1924 -0.3227 -1.3448 -1.0193 -0.0139 -0.36
O 2.6316 -0.0336 -1.3360 -2.7172 0.5182 0.1121 -0.11
C 0.9529 1.2969 0.1016 1.1369 -0.4664 -1.6864 -0.13
O -0.0737 1.2219 1.1809 -2.3091 -1.2775 -3.7884 -0.10
C -1.2666 0.6464 0.4839 -1.2005 -4.6371 1.0271 -0.07
C -1.6791 -0.8092 0.5920 0.3241 6.2695 -1.3296 0.13
C -3.0075 -0.9040 -0.3639 1.0316 -6.0698 0.8365 -0.22
O -3.4405 -2.1321 -0.6595 1.6805 8.8099 1.1786 0.02
O -3.4573 0.4375 -0.7670 2.6172 -0.5315 0.3908 0.05
C -2.3736 1.4051 -0.4938 2.8206 4.8418 0.1213 -0.15
O -2.1972 2.6759 -0.8757 -2.2234 -8.9267 2.0974 0.04
H 2.7003 -1.9623 0.5444 -1.4050 1.8544 1.0981 0.10
H 1.0774 -1.6256 1.5287 1.9042 1.2521 -1.3880 0.07
H 2.5351 -0.4071 1.7398 -0.8818 -1.6680 -1.4767 0.10
H 0.6912 -0.8169 -0.8797 1.6077 1.4526 1.2663 0.14
H 2.1172 0.2153 -2.1789 1.3778 -0.5616 1.8457 0.12
H 1.8859 1.9492 0.3986 -2.1703 -1.1884 -0.1477 0.16
H 0.4531 1.7544 -0.8722 1.0926 -0.7143 2.0619 0.14
H -1.0819 -1.6047 1.2084 -1.7334 1.4759 -1.6136 0.13


17
Properties=species:S:1:pos:R:3:forces:R:3:lowdin_charge:R:1 method="wB97M-V/def2-TZVPD" spin_multiplicity=3 gap_ev="8.13 / 7.84" total_energy_ev=-20263.565 homo_energy_ha="-0.270 / -0.331" max_force_ev_per_a=4.3 e_above_lowest_kcal_mol=78.8
C -3.4644 1.0349 -1.5764 -1.0839 -0.3468 -0.7941 0.15
C -2.4963 1.3108 -0.9128 -0.3166 -0.4763 -0.1944 -0.15
C -0.8088 1.5537 0.9314 1.6839 0.2275 3.1050 -0.14
C -1.4277 1.2958 -0.1559 0.6120 0.5499 -0.1788 -0.07
C 0.7027 1.2599 1.2933 -1.2112 1.0334 -1.1098 -0.30
C 0.9329 -0.4239 -0.9030 1.7656 0.1281 3.9306 -0.30
C 1.2877 -1.7003 -0.2719 -1.1295 -0.2014 0.7798 -0.16
O 1.4084 2.1647 -1.1033 -0.0441 0.5365 -0.3690 -0.51
S 1.6785 1.0086 -0.2398 0.0589 -0.4882 -0.1110 0.87
H -4.2936 0.6700 -2.1239 -0.1760 0.2154 -0.2085 0.03
H -1.3979 1.9664 1.8078 0.6166 -0.3149 -0.9376 0.13
H 1.1834 2.2508 1.6626 -0.7510 -2.0784 0.1081 0.12
H 0.7604 0.3004 1.8608 0.2989 1.1876 0.1738 0.09
H 0.6687 -0.4923 -1.8543 -1.2921 0.4988 -4.1134 0.03
H 1.6612 -1.6087 0.7204 0.4844 0.3482 0.9488 0.05
H 1.9947 -2.3045 -0.7862 0.6336 -0.4889 -0.8361 0.07
H 0.3755 -2.2819 -0.1435 -0.1495 -0.3304 -0.1934 0.09


18
Properties=species:S:1:pos:R:3:forces:R:3:lowdin_charge:R:1 method="wB97M-V/def2-TZVPD" spin_multiplicity=1 gap_ev=7.47 total_energy_ev=-31104.807 homo_energy_ha=-0.292 max_force_ev_per_a=8.2 e_above_lowest_kcal_mol=19.8
C 2.8094 1.2612 1.2389 1.2516 -0.1808 1.3404 -0.04
C 1.8263 0.3349 1.9777 1.5435 -0.1295 1.4641 -0.47
O 2.0912 -0.1128 3.1051 0.1986 0.8019 -1.0406 0.03
C 0.5968 -0.0984 1.4261 -0.6202 3.3878 -7.4586 -0.03
C -0.0704 0.1780 0.1345 3.1340 0.5739 4.4717 -0.52
C -1.2393 -0.5515 -0.2064 0.0111 -0.3063 -0.9298 -0.17
C -1.5970 -0.4021 -1.5039 -0.0124 -0.1309 -0.0834 -0.65
C -2.7256 -1.2264 -2.0155 0.1708 -0.1291 0.0527 -0.11
S -0.7422 0.7556 -2.6062 -0.3931 -0.8054 1.8959 0.62
S 0.3874 1.5145 -0.9738 -0.5099 -1.4357 0.0511 0.64
H 3.8657 1.1692 1.6730 -1.6056 -0.1672 -0.4284 0.11
H 2.5462 2.3118 1.4018 -0.2433 -0.1288 -0.1323 0.08
H 2.8778 1.0675 0.1811 -0.1720 -0.0850 -0.3969 0.03
H -0.0310 -0.5975 1.9924 -2.4685 -2.8026 3.0207 0.05
H -1.6873 -1.3569 0.4743 0.7545 1.4896 -1.1077 0.16
H -2.4048 -2.0201 -2.7193 -0.1807 0.5073 0.2657 0.09
H -3.0866 -1.6994 -1.0727 -0.5228 0.2148 -1.1884 0.09
H -3.4165 -0.5277 -2.5072 -0.3356 -0.6740 0.2038 0.08


26
Properties=species:S:1:pos:R:3:forces:R:3:lowdin_charge:R:1 method="wB97M-V/def2-TZVPD" spin_multiplicity=1 gap_ev=4.99 total_energy_ev=-146131.339 homo_energy_ha=-0.042 max_force_ev_per_a=2.7 e_above_lowest_kcal_mol=0.0 charge=-2
Cs -1.6067 2.1442 0.3248 0.0587 0.0760 -0.0068 0.72
S 6.1439 3.7296 1.8361 0.0332 0.0919 -0.0454 0.33
C 4.5894 3.1316 1.6167 0.3369 -0.1410 0.6320 -1.57
S 3.9868 2.4962 0.1751 0.1029 0.1482 -0.4381 0.82
C 2.3696 2.0572 0.6692 0.1339 -0.4551 -0.4204 -1.17
C 2.1007 2.3422 1.9733 -0.3613 -0.4908 -0.0488 -1.24
S 0.7119 2.0580 2.9883 -0.4053 -0.1361 -0.2106 0.23
S 3.4465 2.9670 2.8865 0.2563 0.4982 -0.2163 0.82
S 1.5751 1.1683 -0.6571 -0.1405 0.4805 0.7400 0.28
C 0.3284 -1.5469 1.3802 -2.3405 -0.8749 1.1065 -0.24
As -1.1874 -1.8871 0.1383 -0.6284 -1.5396 1.2283 0.62
C -0.9847 -3.7035 -0.5885 -2.0510 -0.7435 -0.9437 -0.30
C -1.2026 -0.8471 -1.4013 -0.8338 2.0355 -0.5119 -0.38
S -3.1440 -1.6994 0.9366 0.5478 -0.0096 0.3641 -0.07
H 1.2575 -1.6591 0.9284 1.5718 -0.2921 -1.0369 -0.01
H 0.2085 -2.2405 2.2597 -0.0010 0.5856 -0.9559 0.05
H 0.2563 -0.5313 1.7364 -0.1200 0.4676 0.1212 -0.04
H -0.1539 -3.7446 -1.2726 0.5273 -0.0290 -0.1200 0.01
H -1.9321 -4.0232 -1.2114 1.6360 1.1242 1.2100 0.07
H -0.9169 -4.4837 0.1659 0.2847 0.1907 0.2535 0.01
H -0.4816 -0.0594 -1.2256 0.3088 0.3468 -0.1128 -0.13
H -2.2333 -0.3412 -1.4556 1.4866 -1.1240 -0.4263 0.02
H -0.8445 -1.3595 -2.2823 -0.3776 -0.2242 -0.2784 0.04
S -5.2864 1.9441 -4.2166 0.2219 -0.1430 -0.0741 0.28
C -3.9470 1.9837 -3.2399 1.2281 0.6052 1.6498 -1.06
N -3.0533 2.1046 -2.4646 -1.4754 -0.4476 -1.4590 -0.11